[1]
{"formula": "C4H9Cl", "method": "ωB97M-V/def2-TZVPD", "symbols": ["C", "C", "C", "C", "H", "H", "H", "H", "H", "H", "H", "H", "H", "Cl"], "positions_angstrom": [[1.9244, -0.6781, -0.1381], [0.4169, -0.4893, 0.2856], [-0.3491, 0.6739, -0.3189], [-1.7810, 0.6666, 0.1666], [2.2102, -1.5491, 0.2515], [2.5513, 0.1926, 0.1640], [1.9230, -0.5930, -1.2508], [0.2569, -0.4563, 1.3666], [-0.1455, -1.3976, 0.1031], [-0.3819, 0.4973, -1.4316], [0.0611, 1.6713, -0.2056], [-2.4492, 1.5045, -0.0884], [-1.6742, 0.8018, 1.2400], [-2.5630, -0.8445, -0.1439]], "forces_ev_per_angstrom": [[-2.87, 5.02, -1.86], [0.72, 0.14, 0.68], [-0.43, -0.63, -2.53], [0.45, 1.57, 1.39], [1.73, -3.43, 1.14], [-0.37, -0.77, 0.24], [0.25, -0.74, 0.69], [0.67, 0.38, 0.35], [0.18, -0.24, -0.74], [0.14, 0.28, 0.75], [0.35, 0.07, 0.42], [0.49, -0.40, -0.68], [-0.35, -0.37, 0.42], [-0.97, -0.89, -0.28]], "nbo_charge": [-0.589, -0.404, -0.414, -0.395, 0.206, 0.201, 0.202, 0.188, 0.215, 0.197, 0.215, 0.222, 0.199, -0.042], "multiplicity": 1, "relative_energy_ev": 0.768, "smiles": "CCCCCl", "total_energy_ev": -16815.9793, "homo_lumo_gap_ha": 0.4268}


[2]
{"formula": "C3H4LiO3Sn", "method": "ωB97M-V/def2-TZVPD", "symbols": ["H", "C", "C", "O", "C", "O", "Sn", "O", "H", "H", "H", "Li"], "positions_angstrom": [[-2.1446, -1.6037, -0.2656], [-1.2366, -1.0019, -0.4617], [-0.1210, -1.5410, 0.3896], [1.1342, -0.9564, 0.4429], [1.9008, -0.4585, -0.6630], [1.7646, 0.9905, -0.3603], [0.0806, 1.0003, 0.7698], [-1.4635, 0.3544, -0.1756], [-1.0098, -1.1215, -1.5439], [-0.0525, -2.6258, 0.5202], [2.3196, 1.5118, -0.9423], [-2.8980, 1.3472, -0.3436]], "forces_ev_per_angstrom": [[0.51, 0.15, 0.10], [1.13, -2.66, -1.13], [-3.03, -1.23, 1.54], [1.86, 2.66, -0.37], [0.64, -1.57, -1.29], [1.16, 0.33, -0.92], [0.68, 0.80, 4.57], [-2.58, 0.79, -2.08], [-0.31, 0.52, -0.01], [-0.26, 0.37, -0.21], [0.07, 0.05, -0.23], [0.12, -0.22, 0.02]], "lowdin_spin": [0.000, 0.009, 0.014, 0.125, 0.693, 0.124, 0.029, 0.005, 0.006, -0.001, -0.001, -0.002], "multiplicity": 2, "relative_energy_ev": 4.893, "total_energy_ev": -15346.9820, "homo_lumo_gap_ha": [0.1321, 0.1358]}


[3]
{"formula": "C58H46Br2N7O3RuTe", "method": "ωB97M-V/def2-TZVPD", "symbols": ["Ru", "C", "C", "C", "C", "C", "N", "C", "C", "C", "C", "C", "C", "C", "N", "C", "C", "C", "N", "C", "C", "N", "C", "C", "C", "N", "H", "H", "H", "H", "H", "H", "H", "H", "H", "H", "H", "H", "H", "H", "H", "H", "H", "H", "Br", "C", "C", "C", "Br", "C", "C", "C", "C", "N", "C", "C", "O", "H", "H", "H", "H", "C", "C", "C", "C", "C", "O", "C", "C", "C", "C", "C", "C", "C", "O", "C", "C", "C", "N", "C", "C", "Te", "C", "C", "C", "C", "C", "C", "C", "C", "C", "C", "C", "C", "H", "H", "H", "H", "H", "H", "H", "H", "H", "H", "H", "H", "H", "H", "H", "H", "H", "H", "H", "H", "H", "H", "H", "H"], "positions_angstrom": [[-18.3469, -12.9010, -4.1979], [-17.8679, -9.9463, 2.1834], [-18.1184, -10.7937, 0.9713], [-19.3922, -11.3085, 0.7162], [-19.6742, -12.0004, -0.4276], [-18.7993, -11.9432, -1.5249], [-19.3311, -12.0669, -2.8113], [-20.6824, -11.6346, -3.0843], [-21.0622, -10.3554, -2.6475], [-22.2623, -9.7993, -3.0785], [-23.1984, -10.5568, -3.8020], [-24.5381, -9.9456, -4.0494], [-22.8977, -11.9042, -4.1076], [-21.5673, -12.3683, -3.8625], [-21.2696, -13.6148, -4.3474], [-22.0900, -14.5861, -4.8618], [-21.2948, -15.5855, -5.4110], [-19.9770, -15.1987, -5.1645], [-19.9565, -14.0197, -4.5032], [-17.4298, -11.6440, -1.2259], [-17.1276, -11.0818, 0.0589], [-16.4181, -11.5884, -2.1539], [-15.1085, -11.2728, -1.9615], [-14.3638, -11.6858, -3.0614], [-15.2600, -12.3125, -3.9387], [-16.5234, -12.2464, -3.4378], [-17.1623, -9.0978, 1.9839], [-17.4126, -10.5465, 3.0483], [-18.8183, -9.5546, 2.5647], [-20.1709, -11.1546, 1.4346], [-20.6586, -12.3482, -0.6359], [-20.3850, -9.7666, -2.0092], [-22.5069, -8.7767, -2.8451], [-24.5649, -9.0454, -4.6615], [-24.8696, -9.5848, -3.0690], [-25.2961, -10.6434, -4.5707], [-23.5228, -12.5833, -4.7272], [-23.1999, -14.5647, -4.7402], [-21.6284, -16.4586, -5.9282], [-19.0570, -15.5983, -5.5837], [-16.1129, -10.7872, 0.2780], [-14.7333, -10.7184, -1.1065], [-13.2941, -11.5209, -3.2403], [-15.0991, -12.8784, -4.8437], [-16.7403, -15.7383, -8.0890], [-16.8914, -13.8677, -7.9813], [-16.4092, -12.9680, -8.8993], [-16.5961, -11.5308, -8.8669], [-15.8743, -10.5258, -10.2928], [-17.2494, -10.9485, -7.7570], [-17.3506, -9.5696, -7.4773], [-17.9774, -9.1439, -6.3242], [-18.3535, -10.0671, -5.3460], [-18.1664, -11.4028, -5.5409], [-17.6954, -11.8601, -6.7461], [-17.4165, -13.2580, -6.8063], [-17.4055, -13.9697, -5.7055], [-15.7774, -13.2848, -9.7337], [-16.8405, -8.8814, -8.1746], [-18.1163, -8.1421, -6.0259], [-18.7979, -9.7791, -4.3710], [-17.9149, -20.1157, 0.0374], [-18.0059, -18.7031, -0.5080], [-19.2238, -17.9443, -0.4554], [-19.2889, -16.6358, -0.9373], [-20.5787, -15.8482, -0.9235], [-20.5864, -14.6181, -1.0821], [-21.8693, -16.5177, -0.5096], [-22.3101, -17.7633, -1.0968], [-23.6063, -18.2271, -0.8156], [-24.4553, -17.5395, 0.0218], [-24.0629, -16.3604, 0.5853], [-22.7300, -15.9172, 0.3815], [-18.0981, -15.9571, -1.4177], [-18.0191, -14.7436, -1.8109], [-16.8963, -16.7639, -1.4832], [-16.8519, -18.0613, -0.9826], [-15.6165, -16.1616, -2.0695], [-14.9001, -15.2880, -1.4404], [-15.0556, -14.9940, -0.0053], [-13.6168, -15.1538, 0.6416], [-12.3499, -15.1708, -1.2268], [-11.4074, -17.0350, -0.8692], [-10.0187, -17.0815, -0.9969], [-9.2894, -18.2366, -0.7493], [-9.9498, -19.4003, -0.5255], [-11.3713, -19.3890, -0.4163], [-12.1002, -18.2004, -0.5451], [-15.3216, -16.5695, -3.4714], [-14.1835, -16.0800, -4.1636], [-13.7596, -16.6032, -5.3906], [-14.3560, -17.7564, -5.8684], [-15.3749, -18.3525, -5.1015], [-15.8605, -17.7937, -3.9418], [-18.1143, -20.8813, -0.7157], [-18.5999, -20.2477, 0.8864], [-16.9030, -20.1998, 0.4243], [-20.0954, -18.3061, 0.0502], [-21.6333, -18.3724, -1.7502], [-23.9737, -19.1542, -1.3097], [-25.4469, -17.9445, 0.2900], [-24.7720, -15.7540, 1.1501], [-22.4751, -14.9732, 0.8928], [-15.8888, -18.5243, -0.9409], [-15.8399, -15.5756, 0.5158], [-15.3144, -13.9632, 0.1182], [-13.4106, -16.1210, 1.1015], [-13.3200, -14.3286, 1.2737], [-9.5421, -16.2003, -1.3756], [-8.2097, -18.1579, -0.8960], [-9.4785, -20.3721, -0.4478], [-11.8847, -20.3457, -0.2914], [-13.1404, -18.1956, -0.4285], [-13.6407, -15.2237, -3.7423], [-13.0732, -15.9981, -6.0248], [-14.0496, -18.1354, -6.8361], [-15.8454, -19.3183, -5.4376], [-16.7027, -18.2876, -3.4371]], "forces_ev_per_angstrom": [[2.52, -0.66, 0.86], [1.02, -0.25, 1.33], [-0.05, -0.17, -0.02], [0.35, -0.21, 0.41], [0.29, 1.14, -0.64], [0.59, 0.33, 0.06], [-0.53, 0.02, 0.50], [1.50, 0.25, 0.87], [-0.48, 0.55, -0.41], [0.44, -0.86, 0.11], [0.22, -1.37, -0.08], [-1.53, -0.60, -0.62], [1.25, 1.01, -0.57], [-1.98, 1.15, 0.76], [1.25, -3.03, -0.90], [-0.45, -0.06, 0.26], [-0.28, 0.82, 0.69], [-0.17, 1.05, 0.04], [-2.09, -0.44, -2.10], [-2.15, 1.07, 1.80], [-0.44, -0.52, -1.12], [1.93, -1.56, -3.75], [0.40, 0.07, -0.72], [0.22, 0.07, 0.30], [-2.06, 0.28, 1.26], [1.59, 0.86, 1.63], [-0.69, -0.70, 0.10], [-0.55, 0.72, -1.15], [0.27, 0.07, -0.11], [-0.33, -0.01, 0.41], [-0.52, -0.18, 0.08], [-0.27, -0.41, -0.47], [-0.01, 0.19, 0.18], [0.59, 0.04, -0.23], [-0.60, -0.37, -0.20], [1.18, 0.88, 1.22], [0.15, 1.07, 0.67], [1.38, 0.10, -0.18], [-0.12, -0.26, -0.04], [-0.11, 0.06, 0.50], [0.02, 0.09, 0.01], [-0.34, -0.25, -0.24], [-0.67, -0.10, 0.25], [-0.11, 0.30, -0.19], [0.21, 0.09, -0.03], [-0.28, 2.20, 0.57], [0.63, 1.54, -1.90], [-0.30, -2.48, 1.19], [0.01, 0.12, 0.09], [0.25, -0.63, -0.04], [0.67, 0.69, -1.51], [-0.37, -1.52, 1.87], [-0.09, 0.49, 0.11], [-0.96, -0.58, 0.39], [0.97, -0.94, -0.99], [0.43, -0.05, -0.43], [-0.71, 0.12, 1.30], [-0.49, -0.29, 0.10], [-0.61, -0.29, 0.49], [-0.02, 1.16, -0.17], [0.34, -0.14, -0.88], [-0.14, 0.79, 0.29], [-0.86, 0.88, 0.22], [1.97, -0.33, -0.24], [-1.21, 1.17, -0.19], [1.07, -4.58, 0.66], [0.21, 2.80, -0.51], [0.53, -1.28, -0.93], [0.01, 0.21, 0.09], [1.23, -1.04, -1.08], [-1.52, -0.36, 0.49], [1.32, 0.59, 0.13], [-1.66, 1.63, 0.63], [1.49, -0.28, -0.73], [-1.03, 0.12, 0.15], [-0.17, 0.80, 0.34], [-1.14, 0.06, 0.13], [-1.78, 0.61, 0.08], [0.14, -1.04, 0.28], [0.99, -0.44, 0.39], [-0.59, -0.38, -1.80], [-0.75, -0.19, 1.15], [0.31, -0.16, 0.12], [-0.77, 0.40, -0.12], [0.88, 1.11, -0.89], [-2.15, -1.10, 0.49], [0.60, 0.18, -0.24], [1.72, -0.56, -0.08], [2.01, -1.32, 0.27], [-0.48, 0.57, 0.20], [-0.15, 0.99, 0.01], [-0.50, 0.02, 0.43], [-0.11, -1.35, -1.16], [-0.53, 0.74, 0.11], [0.07, 0.02, 0.08], [0.09, -0.08, -0.29], [0.12, -0.54, 0.02], [-0.23, -0.54, 0.06], [-0.76, 0.89, 0.55], [0.47, 0.68, 0.50], [0.52, 0.23, -0.50], [0.39, -0.24, 0.14], [0.20, -0.52, -0.51], [0.40, -0.65, -0.04], [0.47, -0.05, -0.44], [-0.36, 0.74, -0.20], [-0.11, 0.12, 0.01], [0.09, 0.06, 0.11], [0.54, 0.35, 0.14], [-0.30, -0.34, 0.21], [0.30, 0.20, 0.06], [0.07, 0.42, 0.13], [-1.43, -0.08, 0.08], [-0.48, -0.18, -0.38], [-0.27, -0.82, 0.70], [-0.15, -0.21, 0.12], [0.62, 1.16, 0.23], [0.55, 0.41, -0.17]], "lowdin_spin": [0.683, 0.005, 0.026, -0.007, 0.025, -0.005, 0.142, 0.006, 0.010, -0.001, 0.009, 0.002, -0.002, 0.011, 0.001, -0.006, 0.002, -0.002, 0.003, 0.032, -0.008, 0.002, 0.009, 0.004, 0.008, 0.000, 0.001, 0.002, 0.000, -0.001, 0.000, 0.000, 0.000, 0.000, 0.001, 0.000, 0.000, 0.000, 0.000, 0.000, -0.001, 0.000, 0.000, 0.000, 0.008, 0.038, 0.029, 0.057, 0.005, 0.024, 0.235, 0.066, 0.162, 0.204, 0.051, 0.070, 0.062, 0.001, 0.014, 0.001, 0.010, -0.003, 0.002, 0.104, 0.071, 0.399, 0.785, 0.088, 0.045, 0.001, 0.038, -0.001, 0.053, 0.051, 0.232, 0.046, 0.096, 0.035, 0.210, 0.014, 0.017, 0.543, 0.054, 0.035, 0.001, 0.020, -0.004, 0.015, 0.004, 0.010, 0.003, 0.002, 0.002, 0.003, -0.002, 0.000, 0.000, 0.007, 0.001, 0.000, 0.003, -0.001, 0.002, 0.008, 0.001, 0.000, 0.000, 0.003, 0.005, 0.000, 0.001, -0.001, 0.000, 0.011, 0.000, 0.000, 0.000, 0.001], "multiplicity": 6, "relative_energy_ev": 0.000, "total_energy_ev": -227416.1920, "homo_lumo_gap_ha": [0.1209, 0.1047]}


[4]
{"formula": "C16H18CaF12N2O17S4", "method": "ωB97M-V/def2-TZVPD", "symbols": ["Ca", "C", "F", "F", "F", "S", "O", "O", "N", "S", "O", "O", "C", "F", "F", "F", "C", "F", "F", "F", "S", "O", "O", "N", "S", "O", "O", "C", "F", "F", "F", "C", "C", "C", "O", "C", "O", "O", "H", "H", "H", "H", "H", "H", "C", "C", "C", "O", "C", "O", "O", "H", "H", "H", "H", "H", "H", "C", "C", "C", "O", "C", "O", "O", "H", "H", "H", "H", "H", "H"], "positions_angstrom": [[7.9748, -16.6542, 7.0345], [6.6673, -12.7199, 6.0239], [7.7042, -12.0700, 6.5004], [5.9471, -13.1471, 7.0559], [5.9169, -11.9546, 5.2512], [7.1687, -14.2231, 4.9882], [6.2390, -15.2986, 5.2817], [7.2869, -13.8746, 3.5968], [8.5948, -14.7953, 5.8476], [9.7681, -14.1471, 4.9892], [10.0784, -14.9928, 3.8766], [9.6749, -12.7295, 4.7460], [11.1564, -14.2522, 6.2595], [11.3423, -15.5683, 6.4479], [12.2990, -13.7592, 5.7976], [10.8616, -13.6725, 7.4093], [8.5193, -20.8724, 7.2364], [9.7932, -20.7730, 7.0106], [7.8403, -20.7530, 6.1053], [8.1778, -22.0224, 7.7563], [7.8861, -19.4419, 8.3414], [6.8169, -18.7687, 7.6009], [7.5995, -19.9547, 9.6434], [9.1016, -18.1969, 8.2182], [10.0868, -18.5324, 9.4456], [9.7428, -17.9282, 10.6865], [10.5682, -19.8893, 9.5409], [11.6339, -17.5767, 8.9285], [12.0136, -17.9694, 7.7049], [11.4193, -16.2721, 8.9547], [12.6035, -17.8735, 9.7766], [11.3730, -18.3796, 1.8205], [10.8942, -18.8658, 3.1665], [11.4524, -18.1319, 4.4214], [10.2873, -17.6777, 5.0822], [9.2056, -18.0186, 4.4097], [8.0898, -17.8167, 4.8129], [9.4864, -18.6045, 3.2595], [12.4429, -18.5552, 1.6979], [11.1504, -17.3160, 1.7133], [10.8738, -18.8987, 1.0031], [11.0940, -19.9393, 3.1994], [12.1299, -17.3323, 4.1231], [12.0486, -18.8184, 5.0190], [2.9097, -13.9396, 10.8656], [3.4118, -15.2782, 10.3630], [2.5672, -16.0732, 9.3308], [3.4890, -16.4552, 8.3322], [4.6387, -15.7916, 8.4938], [5.5886, -15.9155, 7.8092], [4.5783, -15.0225, 9.5869], [3.7167, -13.3606, 11.3103], [2.0045, -14.0554, 11.4599], [2.6146, -13.2973, 10.0265], [3.6332, -15.9077, 11.2308], [1.7348, -15.4761, 8.9552], [2.1845, -16.9784, 9.8005], [7.2802, -12.4207, 12.2718], [8.3886, -12.7550, 11.3095], [9.3422, -13.8449, 11.7837], [9.3292, -14.8047, 10.7053], [8.3944, -14.4687, 9.8150], [8.0765, -15.1736, 8.9046], [7.7960, -13.3200, 10.1242], [6.7015, -11.5739, 11.9050], [7.7382, -12.0232, 13.1834], [6.7048, -13.3216, 12.4728], [8.9464, -11.8563, 11.0386], [8.9535, -14.3675, 12.6561], [10.3622, -13.4850, 11.8693]], "forces_ev_per_angstrom": [[-1.82, 0.49, -0.49], [-0.07, -0.69, -0.09], [0.08, 0.32, -0.16], [-0.13, -0.05, -0.04], [0.02, 0.32, 0.02], [0.07, -2.74, 0.34], [0.30, 0.92, 0.33], [0.34, 0.42, 1.39], [-1.84, 2.57, -2.06], [1.85, 1.04, -0.03], [0.70, -0.23, -0.03], [-0.20, -0.40, 0.22], [-0.28, -0.89, -1.09], [0.14, -0.10, 0.44], [-0.18, 0.27, -0.09], [-0.15, 0.11, 0.16], [-1.49, 0.85, 0.08], [0.79, -0.17, -0.14], [0.12, 0.22, -0.66], [0.36, -0.51, 0.69], [-0.06, 2.32, -0.83], [0.52, -0.81, 0.24], [0.32, 0.03, -0.53], [-0.81, -3.68, 1.61], [3.11, 0.40, 0.95], [-0.77, 0.66, 0.34], [-0.64, 0.13, -0.86], [-0.94, -0.99, -0.07], [0.06, 0.29, -0.07], [0.02, 0.29, -0.10], [0.15, 0.02, 0.19], [0.06, 0.46, -0.11], [0.50, 0.18, -0.31], [0.78, -0.70, -1.32], [0.57, 0.04, 0.85], [-0.46, -0.09, -0.46], [-0.08, 0.23, 0.46], [-0.21, -0.51, 0.00], [0.02, 0.09, 0.12], [0.17, 0.02, 0.01], [-0.11, -0.13, 0.14], [-0.44, -0.04, 0.38], [-0.45, 0.46, 0.16], [-0.39, 0.02, 0.46], [-0.55, 0.31, -1.21], [-0.37, 0.18, -0.32], [-0.49, 0.10, 1.41], [-0.23, 0.03, -0.48], [-0.74, -0.32, 1.04], [1.07, -0.28, -0.76], [0.97, 0.31, 0.32], [-0.11, -0.35, 0.65], [0.31, 0.06, 0.47], [-0.05, -0.30, -0.17], [0.41, -0.07, -0.24], [0.17, -0.05, -0.39], [-0.15, 0.01, -0.20], [0.67, 0.60, 0.25], [-0.16, 0.30, 0.00], [-0.16, -0.48, -0.61], [0.02, 0.33, -0.12], [0.02, -0.23, 0.97], [0.12, -0.13, -0.76], [0.19, 0.10, -0.34], [-0.38, -0.37, -0.22], [-0.06, -0.37, 0.16], [-0.26, 0.20, 0.12], [-0.12, -0.04, -0.23], [0.34, 0.13, 0.22], [0.01, -0.12, 0.42]], "nbo_charge": [1.797, 0.774, -0.288, -0.305, -0.298, 2.122, -0.942, -0.853, -1.289, 2.213, -0.935, -0.929, 0.736, -0.333, -0.305, -0.307, 0.789, -0.283, -0.304, -0.288, 2.114, -0.975, -0.857, -1.277, 2.207, -0.922, -0.930, 0.736, -0.326, -0.312, -0.304, -0.632, 0.070, -0.094, -0.481, 1.011, -0.662, -0.465, 0.219, 0.232, 0.229, 0.188, 0.208, 0.204, -0.632, 0.073, -0.095, -0.470, 1.015, -0.624, -0.494, 0.233, 0.223, 0.217, 0.183, 0.190, 0.200, -0.625, 0.062, -0.096, -0.458, 1.023, -0.688, -0.470, 0.231, 0.222, 0.220, 0.194, 0.200, 0.211], "multiplicity": 1, "relative_energy_ev": 0.785, "total_energy_ev": -149063.3545, "homo_lumo_gap_ha": 0.3784}